{
  "formula": "C21H11Cl2FeN14O2S",
  "method": "ωB97M-V/def2-TZVPD",
  "orbital_gap_ha": [0.241, 0.245],
  "multiplicity": 2,
  "charge": -2,
  "e_homo_ev": [-2.28, -2.31],
  "de_lowest_kj_mol": 0.0,
  "lumo_energy_ev": [4.267, 4.372],
  "elements": ["Fe", "Cl", "C", "C", "C", "N", "C", "O", "C", "C", "C", "C", "C", "N", "C", "C", "C", "Cl", "N", "C", "O", "C", "C", "C", "C", "C", "N", "H", "H", "H", "H", "H", "H", "H", "H", "H", "H", "N", "C", "N", "N", "N", "N", "C", "N", "N", "N", "N", "H", "S", "C", "N"],
  "positions_angstrom": [[0.32328, 0.30196, -0.16972], [-4.99155, 3.01213, 3.08848], [-3.63176, 1.97688, 2.72512], [-3.15168, 1.95000, 1.41839], [-2.07749, 1.14240, 1.10904], [-1.48683, 0.93869, -0.15449], [-2.18312, 1.07421, -1.27855], [-3.33697, 1.47506, -1.43923], [-1.40464, 0.56452, -2.46265], [-1.91851, 0.67828, -3.73848], [-1.15972, 0.23817, -4.80771], [0.08765, -0.30441, -4.55458], [0.52480, -0.39757, -3.24514], [-0.21271, 0.02397, -2.21345], [-1.47452, 0.36072, 2.10821], [-1.96812, 0.37369, 3.40002], [-3.05100, 1.19058, 3.70311], [-3.65780, 1.19198, 5.34228], [-0.46031, -0.43940, 1.61052], [0.09671, -1.48514, 2.19351], [0.16322, -1.79001, 3.38604], [0.56149, -2.45269, 1.11856], [1.11797, -3.67806, 1.42604], [1.35887, -4.57603, 0.39720], [1.00732, -4.21940, -0.89046], [0.47355, -2.95701, -1.10157], [0.26412, -2.08196, -0.12435], [-3.61102, 2.55661, 0.65512], [-2.89705, 1.12574, -3.84611], [-1.52595, 0.32887, -5.82363], [0.72933, -0.64298, -5.35709], [1.49224, -0.81217, -2.99044], [-1.49514, -0.23266, 4.15794], [1.33192, -3.89181, 2.46472], [1.80510, -5.54278, 0.59808], [1.16581, -4.88885, -1.72565], [0.19655, -2.63979, -2.09834], [3.36282, 1.08298, 1.35257], [3.35464, 0.17809, 0.33230], [4.45148, -0.39732, -0.13282], [4.00247, -1.20893, -1.11057], [2.72457, -1.13200, -1.21298], [2.26058, -0.24336, -0.29202], [2.25467, 1.80991, 1.73597], [2.31129, 2.76665, 2.63349], [1.03447, 3.21229, 2.71448], [0.27228, 2.54949, 1.92026], [1.02604, 1.63393, 1.26929], [4.25451, 1.36865, 1.71261], [1.30049, 2.35404, -1.53312], [0.46237, 3.76909, -1.21352], [-0.07669, 4.78478, -1.05668]],
  "atomic_forces_ev_per_a": [[0.6, 1.7, 1.5], [0.0, 0.0, 0.0], [0.0, 0.0, 0.0], [0.0, 0.1, -0.1], [0.0, -0.3, -0.2], [-0.4, 0.6, 0.3], [-0.1, -0.2, -0.1], [-0.1, 0.1, 0.0], [-0.1, 0.1, 0.1], [-0.1, 0.1, -0.2], [-0.1, 0.1, 0.0], [0.1, 0.0, 0.0], [0.1, 0.0, 0.1], [-0.2, -0.5, -0.1], [0.1, -0.3, 0.1], [0.1, 0.0, 0.1], [0.0, 0.0, 0.0], [0.0, 0.0, -0.1], [0.1, 0.2, -0.7], [0.0, -0.3, 0.1], [-0.1, -0.1, 0.0], [-0.1, 0.2, 0.2], [0.1, -0.2, 0.1], [0.0, 0.0, 0.2], [0.0, 0.0, -0.1], [0.0, 0.0, 0.1], [0.0, -0.7, -0.6], [0.0, 0.0, 0.0], [0.0, 0.0, 0.0], [0.0, 0.0, 0.0], [0.0, 0.0, 0.0], [0.0, 0.0, 0.0], [0.0, 0.0, 0.0], [0.0, 0.0, 0.0], [0.0, 0.0, 0.0], [0.0, 0.0, 0.0], [0.1, 0.0, 0.0], [-0.1, 0.0, 0.1], [0.0, 0.1, 0.1], [0.0, -0.1, -0.1], [0.0, 0.0, 0.0], [0.1, 0.1, 0.1], [0.1, -0.3, -0.2], [0.2, -0.2, -0.1], [-0.1, 0.2, 0.1], [0.0, -0.1, 0.0], [0.2, 0.1, -0.1], [-0.3, -0.4, -0.4], [0.0, 0.1, 0.0], [0.1, -0.1, -0.2], [-0.1, 0.0, 0.0], [0.0, -0.1, 0.0]],
  "mulliken_charge": [-0.522, -0.267, 0.181, -0.791, -0.315, 1.350, 0.408, -0.840, 0.069, -0.593, -0.458, -0.949, -0.495, 0.252, 0.187, -0.856, 0.185, -0.269, 0.550, -0.227, -0.829, 0.617, -0.687, -0.311, -0.947, 0.007, 0.234, 0.505, 0.510, 0.383, 0.452, 0.589, 0.567, 0.453, 0.384, 0.394, 0.431, -0.008, 0.421, -0.672, -1.038, -0.520, 1.233, 0.424, -0.652, -0.900, -0.534, 1.012, 0.275, -0.248, 0.610, -0.754]
}